# 1
{"formula": "CuH12O6", "method": "ωB97M-V with the def2-TZVPD basis set", "species": ["Cu", "O", "H", "H", "O", "H", "H", "O", "H", "H", "O", "H", "H", "O", "H", "H", "O", "H", "H"], "coordinates": [[27.29275, 7.15180, 6.21759], [26.54154, 7.08625, 3.15632], [25.93062, 7.77374, 3.47639], [26.27136, 6.31020, 3.59614], [25.43726, 7.22582, 6.10490], [25.18379, 7.94470, 6.62935], [24.86113, 6.54472, 6.42652], [28.29828, 5.67232, 5.48627], [28.72201, 5.07637, 6.11887], [28.55334, 5.21290, 4.63730], [25.86103, 4.65620, 4.32179], [25.93428, 3.76562, 3.90506], [26.21758, 4.59985, 5.19641], [27.34491, 7.30015, 7.99421], [27.43828, 8.11734, 8.46795], [27.71527, 6.69307, 8.68371], [28.00807, 8.51073, 5.11355], [28.15181, 9.44413, 4.96607], [28.25147, 8.14454, 4.26335]], "nbo_charge": [0.903, -0.968, 0.473, 0.487, -0.965, 0.492, 0.501, -0.999, 0.498, 0.522, -0.962, 0.501, 0.474, -0.993, 0.504, 0.508, -1.002, 0.507, 0.518], "total_energy_ev": -57112.50924, "de_lowest_ev": 1.656, "homo_lumo_gap_ev": 8.23, "total_charge": 1}

=====

# 2
{"formula": "C37H57BBrFN8O2Si2", "method": "ωB97M-V with the def2-TZVPD basis set", "species": ["C", "C", "C", "C", "Si", "C", "C", "F", "O", "Si", "Br", "C", "C", "N", "B", "C", "O", "H", "H", "H", "H", "H", "H", "H", "H", "H", "H", "H", "H", "H", "H", "H", "H", "H", "H", "H", "H", "H", "H", "N", "C", "C", "C", "C", "H", "H", "H", "H", "H", "N", "C", "C", "C", "C", "H", "H", "H", "H", "H", "N", "C", "C", "C", "C", "H", "H", "H", "H", "H", "N", "C", "C", "C", "C", "H", "H", "H", "H", "H", "N", "C", "C", "C", "C", "H", "H", "H", "H", "H", "N", "C", "C", "C", "C", "H", "H", "H", "H", "H", "N", "C", "C", "C", "C", "H", "H", "H", "H", "H"], "coordinates": [[-1.78721, 1.49607, -2.25770], [-2.44033, 0.57684, -3.29740], [-1.74242, -0.78471, -3.48645], [-2.24834, -1.44676, -4.80006], [-1.97667, -1.95673, -2.03527], [-3.46733, -3.07972, -2.29093], [-3.97313, -3.65815, -0.99168], [-5.08779, -4.47023, -1.22963], [-2.30538, -1.03580, -0.66347], [-1.54415, -1.22245, 0.80178], [-0.93211, -3.34374, 1.25130], [0.05457, -0.22065, 0.77077], [0.55144, -0.05098, 2.17565], [1.23268, -0.90317, 2.83139], [-2.82735, -0.54918, 2.21094], [-3.65313, -1.44503, 3.18064], [-2.96572, 0.83657, 2.27129], [-0.76092, 1.19380, -2.06159], [-2.32609, 1.44611, -1.31334], [-1.81889, 2.53744, -2.56876], [-2.40214, 1.08170, -4.26537], [-3.49850, 0.41751, -3.08606], [-0.68093, -0.58018, -3.63597], [-1.50235, -1.36659, -5.58630], [-3.13384, -0.92039, -5.15536], [-2.53548, -2.48876, -4.68622], [-0.74948, -2.77094, -1.90329], [-3.24864, -3.87164, -3.00293], [-4.25285, -2.43100, -2.68988], [-3.22758, -4.28737, -0.50823], [-4.29600, -2.87625, -0.30723], [0.79457, -0.73103, 0.15439], [-0.20260, 0.75140, 0.35015], [0.29709, 0.88976, 2.66135], [1.39539, -1.72493, 2.24593], [-3.49417, -2.51335, 3.06390], [-4.71134, -1.24137, 2.97786], [-3.49759, -1.14537, 4.21778], [-3.63502, 1.12689, 1.64703], [-8.20879, -6.16953, -3.67219], [-9.55035, -6.12381, -3.40449], [-9.70471, -5.63480, -2.13540], [-8.40460, -5.37518, -1.61966], [-7.50234, -5.71381, -2.59147], [-7.80347, -6.48987, -4.53065], [-10.27481, -6.44027, -4.13480], [-10.64405, -5.48053, -1.63155], [-8.15893, -4.98512, -0.64662], [-6.43083, -5.67118, -2.60797], [2.44948, 3.23403, 0.07415], [2.05576, 4.45711, -0.39550], [1.46835, 5.13341, 0.64048], [1.51026, 4.28515, 1.77999], [2.12208, 3.12191, 1.39813], [2.90888, 2.52776, -0.46880], [2.22878, 4.73938, -1.41998], [1.05728, 6.12697, 0.59132], [1.13651, 4.50580, 2.76539], [2.35632, 2.22934, 1.95327], [5.38293, -2.23361, 3.53296], [4.43093, -1.35615, 3.99013], [4.84100, -0.89966, 5.21353], [6.08650, -1.52087, 5.50475], [6.39437, -2.33687, 4.45032], [5.34565, -2.72433, 2.65946], [3.54954, -1.13927, 3.41044], [4.30716, -0.19824, 5.83186], [6.68608, -1.38422, 6.38859], [7.24071, -2.97804, 4.27488], [1.43456, 8.95368, 0.09939], [2.74184, 8.58336, -0.06370], [3.50927, 9.38620, 0.73807], [2.62776, 10.27151, 1.41623], [1.35673, 9.97812, 1.00218], [0.65268, 8.53893, -0.37174], [3.01191, 7.78060, -0.72985], [4.58164, 9.34177, 0.83121], [2.89744, 11.03424, 2.12650], [0.40835, 10.40987, 1.27073], [0.94219, -5.39398, -0.73148], [1.43145, -5.63115, -1.98659], [1.14727, -6.93159, -2.30923], [0.45936, -7.49988, -1.20263], [0.34881, -6.52556, -0.24627], [1.00572, -4.52188, -0.23898], [1.93553, -4.85836, -2.54130], [1.40298, -7.42122, -3.23375], [0.08881, -8.50746, -1.11893], [-0.09963, -6.54141, 0.73251], [2.37281, -4.14744, 4.69834], [2.40371, -5.51370, 4.64238], [1.20757, -5.98010, 5.12022], [0.42507, -4.84707, 5.47604], [1.17279, -3.73197, 5.20171], [3.11616, -3.53552, 4.41056], [3.26857, -6.03512, 4.26974], [0.92495, -7.01587, 5.20593], [-0.57112, -4.85122, 5.88555], [0.95631, -2.68363, 5.31663], [4.38746, 9.33422, -2.94926], [5.31816, 10.22242, -3.40824], [5.63835, 9.87171, -4.69343], [4.86631, 8.72527, -5.02275], [4.10459, 8.42042, -3.92560], [3.97332, 9.35075, -2.03240], [5.67174, 11.02524, -2.78474], [6.34550, 10.37983, -5.32698], [4.86942, 8.18849, -5.95641], [3.38772, 7.63442, -3.75926]], "lowdin_charge": [-0.104, -0.273, -0.418, -0.105, 0.551, -0.222, -0.265, -0.073, -0.343, 0.193, 0.507, -0.251, -0.324, 0.093, -0.506, -0.039, 0.067, 0.065, 0.057, 0.072, 0.104, 0.109, 0.100, 0.075, 0.076, 0.047, 0.014, 0.085, 0.096, 0.086, 0.109, 0.087, 0.074, 0.108, 0.023, 0.041, 0.078, 0.077, 0.104, -0.001, -0.150, -0.117, -0.111, -0.142, 0.140, 0.102, 0.087, 0.088, 0.087, 0.007, -0.144, -0.112, -0.099, -0.147, 0.142, 0.102, 0.072, 0.093, 0.099, -0.005, -0.163, -0.102, -0.106, -0.142, 0.141, 0.069, 0.093, 0.090, 0.105, 0.008, -0.173, -0.106, -0.102, -0.132, 0.141, 0.103, 0.096, 0.092, 0.107, -0.016, -0.152, -0.115, -0.111, -0.155, 0.059, 0.101, 0.087, 0.089, 0.098, 0.015, -0.145, -0.117, -0.116, -0.149, 0.107, 0.102, 0.086, 0.086, 0.100, 0.010, -0.139, -0.115, -0.117, -0.150, 0.098, 0.106, 0.088, 0.087, 0.098], "total_energy_ev": -144504.00981, "homo_lumo_gap_ev": 7.89}

=====

# 3
{"formula": "C34H54As3MgN5OSi", "method": "ωB97M-V with the def2-TZVPD basis set", "species": ["Mg", "C", "C", "N", "N", "C", "O", "C", "C", "C", "C", "C", "C", "C", "C", "C", "C", "C", "N", "H", "H", "H", "H", "H", "H", "H", "H", "H", "H", "H", "H", "C", "C", "C", "C", "C", "C", "N", "N", "Si", "C", "C", "C", "H", "H", "H", "H", "H", "H", "H", "H", "H", "H", "H", "H", "H", "H", "H", "C", "As", "C", "C", "C", "C", "C", "As", "C", "C", "C", "As", "C", "C", "H", "H", "H", "H", "H", "H", "H", "H", "H", "H", "H", "H", "H", "H", "H", "H", "H", "H", "H", "H", "H", "H", "H", "H", "H", "H", "H"], "coordinates": [[0.51373, 1.07468, 0.24402], [-1.89156, 4.82467, -0.01682], [-0.86844, 3.75152, -0.19533], [-1.03174, 2.52880, 0.13967], [-2.23606, 2.14381, 0.66352], [-2.24038, 0.82472, 0.79740], [-1.26997, 0.04636, 0.52126], [-3.50200, 0.22072, 1.31378], [-3.49404, -1.11039, 1.71257], [-4.64865, -1.70704, 2.19814], [-5.82271, -0.97230, 2.28532], [-5.83612, 0.35965, 1.88964], [-4.68135, 0.95659, 1.40787], [0.43266, 4.04226, -0.84661], [0.76127, 5.31917, -1.28456], [1.95880, 5.51543, -1.95119], [2.79022, 4.43189, -2.17392], [2.39010, 3.19526, -1.69436], [1.25096, 2.99488, -1.03941], [-2.74219, 4.42051, 0.52199], [-2.23006, 5.20407, -0.98469], [-1.47830, 5.66683, 0.54292], [-2.56961, -1.66536, 1.64370], [-4.63098, -2.74329, 2.51106], [-6.72559, -1.43424, 2.66503], [-6.75083, 0.93531, 1.95583], [-4.67662, 1.99255, 1.09666], [0.08419, 6.14304, -1.10815], [2.23546, 6.50312, -2.29840], [3.72881, 4.53661, -2.69977], [3.00938, 2.32209, -1.84241], [4.14656, 0.10691, -1.23270], [3.98155, 0.86282, 0.06435], [5.07251, 1.38007, 0.73040], [4.83886, 2.06639, 1.92678], [3.56695, 2.18153, 2.42767], [2.47862, 1.58826, 1.72871], [2.73365, 0.97686, 0.52872], [1.17935, 1.57065, 2.10129], [0.67658, 1.73155, 3.74276], [-1.07944, 1.11473, 3.85972], [1.74577, 0.67687, 4.87204], [0.69542, 3.49459, 4.37635], [4.73948, -0.79523, -1.07559], [4.66845, 0.70727, -1.98129], [3.17180, -0.18478, -1.62718], [6.07057, 1.25893, 0.33015], [5.66931, 2.51232, 2.46228], [3.37452, 2.72495, 3.34312], [-1.15561, 0.10839, 3.43366], [-1.77229, 1.76281, 3.31572], [-1.40351, 1.07030, 4.90336], [2.00781, -0.25884, 4.36888], [1.20243, 0.42584, 5.78701], [2.67671, 1.16802, 5.16226], [0.10549, 4.14403, 3.72226], [1.70258, 3.91430, 4.44447], [0.25081, 3.53400, 5.37591], [-1.96261, 0.64355, -2.75788], [-0.07599, 0.23831, -2.46441], [0.61465, 1.16063, -4.04568], [0.01042, -1.56958, -3.25428], [-0.22461, -2.81001, -2.36685], [-1.54657, -2.64858, -1.61166], [0.96801, -3.03471, -1.41673], [1.13477, -1.90063, 0.19348], [0.08613, -2.98555, 1.43930], [2.89325, -2.59341, 0.71779], [-0.28218, -3.99937, -3.35399], [-0.79238, -5.87311, -2.93009], [-0.47490, -6.15036, -1.00989], [-2.74255, -5.67179, -2.81226], [-2.25694, 0.36400, -3.76950], [-2.11343, 1.71401, -2.61542], [-2.57647, 0.11342, -2.03163], [0.14069, 0.77401, -4.94807], [1.69378, 1.02376, -4.11902], [0.40642, 2.22681, -3.95572], [0.99797, -1.64085, -3.72002], [-0.72283, -1.55950, -4.06531], [-1.52980, -1.77592, -0.95159], [-1.75890, -3.52016, -0.99549], [-2.37577, -2.52615, -2.31431], [1.89854, -2.89142, -1.97579], [0.97526, -4.06347, -1.06049], [0.42509, -4.02157, 1.42946], [-0.96617, -2.93941, 1.17269], [0.20800, -2.57124, 2.44039], [2.81766, -3.63367, 1.03490], [3.29005, -1.99174, 1.53570], [3.58289, -2.52790, -0.12310], [0.69231, -4.08855, -3.84155], [-0.99198, -3.76458, -4.15497], [0.58864, -6.26868, -0.80785], [-0.97036, -7.08927, -0.75974], [-0.88086, -5.36192, -0.37991], [-3.11661, -5.23112, -3.73655], [-3.05424, -5.05593, -1.97171], [-3.18168, -6.66379, -2.70809]], "lowdin_charge": [0.374, -0.022, -0.263, -0.004, 0.083, -0.483, -0.197, -0.147, -0.025, -0.076, -0.092, -0.083, -0.027, -0.202, -0.007, -0.052, -0.044, -0.118, 0.079, 0.064, 0.090, 0.085, 0.087, 0.101, 0.099, 0.100, 0.104, 0.107, 0.111, 0.107, 0.090, -0.049, -0.371, -0.062, -0.073, -0.031, -0.436, 0.048, -0.083, 0.375, -0.161, -0.169, -0.175, 0.073, 0.078, 0.052, 0.104, 0.105, 0.085, 0.027, 0.027, 0.035, 0.026, 0.027, 0.021, 0.025, 0.016, 0.029, -0.282, 1.142, -0.308, -0.342, -0.654, -0.077, -0.335, 1.163, -0.288, -0.295, -0.387, 1.119, -0.361, -0.354, 0.031, 0.024, 0.017, 0.027, 0.018, 0.019, 0.078, 0.075, 0.039, 0.054, 0.095, 0.075, 0.044, 0.022, -0.008, 0.028, 0.024, 0.023, 0.006, 0.059, 0.061, 0.012, 0.017, -0.002, 0.016, 0.008, 0.011], "total_energy_ev": -241475.81228, "de_lowest_ev": 0.622, "homo_lumo_gap_ev": 7.16}